A single C6H12O molecule. Source: the OMol25 dataset; level of theory: ωB97M-V/def2-TZVPD.

Geometry (Å):
C -2.45 0.69 0.28
C -1.44 -0.51 0.32
C -0.51 -1.20 -0.86
O 0.92 -0.92 -1.20
C 1.43 -0.40 0.01
C 2.61 0.56 -0.21
C 0.10 0.24 0.50
H -3.49 0.45 0.56
H -2.49 1.15 -0.71
H -2.13 1.46 1.01
H -1.63 -1.02 1.30
H -0.48 -2.22 -0.52
H -1.01 -0.96 -1.77
H 1.79 -1.22 0.66
H 3.48 0.04 -0.66
H 2.96 0.98 0.74
H 2.34 1.38 -0.88
H -0.02 1.13 -0.12
H 0.02 0.37 1.54

Structure (SMILES): C[C@H]1CO[C@@H](C)C1
Energy relative to the best compared isomer or geometry (same formula, charge and spin): 3.713 eV
Net charge: 0
Maximum force: 4.90 eV/A
HOMO energy: -9.0 eV
Lowest unoccupied orbital energy: 0.041 hartree

A single C6H12O molecule. Source: the OMol25 dataset; level of theory: ωB97M-V/def2-TZVPD.

Geometry (Å):
C 3.07 0.54 0.29
C 2.02 -0.39 -0.28
O 0.77 0.04 0.21
C -0.32 -0.66 -0.34
C -1.54 -0.31 0.47
C -2.89 -0.23 -0.17
C -2.19 1.02 0.27
H 4.07 0.27 -0.05
H 2.87 1.57 -0.02
H 3.05 0.51 1.39
H 2.21 -1.43 0.03
H 2.04 -0.36 -1.38
H -0.47 -0.37 -1.40
H -0.14 -1.75 -0.32
H -1.50 -0.69 1.49
H -2.98 -0.42 -1.24
H -3.75 -0.56 0.41
H -1.77 1.67 -0.50
H -2.56 1.55 1.15

Structure (SMILES): CCOCC1CC1
Energy relative to the best compared isomer or geometry (same formula, charge and spin): 1.463 eV
Net charge: 0
Maximum force: 0.29 eV/A
HOMO energy: -9.7 eV
Lowest unoccupied orbital energy: 0.044 hartree

A single C6H12O molecule. Source: the OMol25 dataset; level of theory: ωB97M-V/def2-TZVPD.

Geometry (Å):
C -2.08 -0.89 0.34
C -1.30 0.45 0.17
C -1.05 0.89 -1.20
C 0.24 0.92 -0.47
C 1.15 -0.21 -0.10
C 2.60 0.14 0.26
O 0.58 -0.66 1.15
H -1.76 -1.71 -0.32
H -3.13 -0.69 0.06
H -2.13 -1.29 1.37
H -1.55 1.13 0.96
H -1.19 0.13 -1.96
H -1.44 1.87 -1.43
H 0.64 1.93 -0.23
H 1.13 -1.01 -0.85
H 3.25 0.36 -0.59
H 3.01 -0.73 0.79
H 2.62 0.98 0.95
H 0.41 -1.60 1.12

Structure (SMILES): C[C@@H]1C[C@@H]1[C@@H](C)O
Energy relative to the best compared isomer or geometry (same formula, charge and spin): 3.029 eV
Net charge: 0
Maximum force: 1.73 eV/A
HOMO energy: -8.0 eV
Lowest unoccupied orbital energy: 0.038 hartree

A single C6H12O molecule. Source: the OMol25 dataset; level of theory: ωB97M-V/def2-TZVPD.

Geometry (Å):
C -1.93 -1.09 -0.75
C -0.78 0.12 -0.24
C -1.41 1.19 0.67
C 0.34 -0.58 0.50
O 1.19 -1.45 -0.23
C 1.81 -0.37 0.45
C 2.50 0.68 -0.37
H -2.67 -0.78 -1.53
H -1.42 -1.97 -1.18
H -2.45 -1.32 0.16
H -0.85 0.11 -1.30
H -1.81 0.68 1.56
H -2.22 1.71 0.17
H -0.72 1.96 1.06
H -0.02 -1.01 1.44
H 2.37 -0.70 1.33
H 1.87 0.98 -1.21
H 3.45 0.29 -0.76
H 2.73 1.56 0.24

Structure (SMILES): CC(C)[C@H]1O[C@H]1C
Energy relative to the best compared isomer or geometry (same formula, charge and spin): 2.912 eV
Net charge: 0
Maximum force: 3.55 eV/A
HOMO energy: -9.4 eV
Lowest unoccupied orbital energy: 0.041 hartree

A 2-piece molecular cluster, C6H12O overall. Source: the OMol25 dataset; level of theory: ωB97M-V/def2-TZVPD.

Geometry (Å):
C -0.20 1.26 -2.19
C 0.51 0.57 -1.07
C -0.08 -0.12 -0.11
C -1.33 -0.65 0.46
C 0.04 -1.00 1.06
C 0.61 -2.39 0.89
H -0.03 0.74 -3.14
H 0.16 2.29 -2.32
H -1.28 1.30 -2.01
H 1.61 0.61 -1.07
H -1.85 -1.43 -0.09
H -1.98 0.01 1.04
H 0.25 -0.51 2.01
H 0.39 -2.78 -0.11
H 0.19 -3.09 1.63
H 1.70 -2.38 1.00
O 0.22 2.68 1.50
H 1.18 2.71 1.59
H 0.08 2.10 0.74

Structure (SMILES): C/C=C1\C[C@H]1C.O
Energy relative to the best compared isomer or geometry (same formula, charge and spin): 1.881 eV
Net charge: 0
Maximum force: 0.23 eV/A
HOMO energy: -9.5 eV
Lowest unoccupied orbital energy: 0.034 hartree

A single C6H12O molecule. Source: the OMol25 dataset; level of theory: ωB97M-V/def2-TZVPD.

Geometry (Å):
C 0.57 -0.57 -2.18
C 0.43 -0.21 -0.68
C 1.40 0.90 0.02
C -0.76 0.62 -0.28
O -2.22 0.39 0.12
C -1.25 0.66 1.09
C -0.95 -0.50 2.01
H 1.51 -1.08 -2.42
H -0.23 -1.26 -2.50
H 0.49 0.31 -2.83
H 0.60 -1.13 -0.11
H 1.05 1.95 0.18
H 2.29 1.00 -0.59
H 1.64 0.56 1.03
H -0.73 1.52 -0.89
H -1.26 1.64 1.58
H -1.06 -1.45 1.47
H -1.67 -0.50 2.83
H 0.06 -0.42 2.42

Structure (SMILES): CC(C)[C@H]1O[C@H]1C
Energy relative to the best compared isomer or geometry (same formula, charge and spin): 2.428 eV
Net charge: 0
Maximum force: 1.83 eV/A
HOMO energy: -9.9 eV
Lowest unoccupied orbital energy: 0.038 hartree

A single C6H12O molecule. Source: the OMol25 dataset; level of theory: ωB97M-V/def2-TZVPD.

Geometry (Å):
C 1.63 1.24 -0.15
C 0.71 0.07 0.19
C 1.36 -1.26 -0.19
C -0.65 0.28 -0.48
C -1.69 -0.80 -0.58
C -1.91 0.34 0.35
O -1.84 0.00 1.70
H 1.16 2.20 0.09
H 2.58 1.17 0.40
H 1.87 1.24 -1.22
H 0.55 0.05 1.27
H 2.34 -1.36 0.30
H 1.51 -1.34 -1.27
H 0.75 -2.12 0.13
H -0.63 0.98 -1.32
H -2.29 -0.85 -1.49
H -1.49 -1.77 -0.12
H -2.67 1.09 0.11
H -1.48 0.75 2.19

Structure (SMILES): CC(C)[C@H]1C[C@H]1O
Energy relative to the best compared isomer or geometry (same formula, charge and spin): 1.208 eV
Net charge: 0
Maximum force: 0.31 eV/A
HOMO energy: -9.7 eV
Lowest unoccupied orbital energy: 0.035 hartree

What is the formula in the first record?
C6H12O